# 1
{
  "formula": "C24H31N3O6S",
  "method": "wB97M-V/def2-TZVPD",
  "elements": ["C", "C", "H", "H", "O", "C", "O", "C", "C", "N", "C", "N", "C", "O", "C", "C", "C", "H", "H", "H", "H", "H", "H", "O", "C", "O", "C", "N", "C", "O", "C", "C", "C", "C", "C", "C", "H", "H", "H", "H", "H", "H", "H", "C", "H", "H", "C", "C", "H", "H", "H", "C", "H", "H", "H", "H", "H", "S", "C", "H", "H", "H", "H", "H", "H"],
  "xyz": [[6.5008, 1.7058, 0.3446], [5.4662, 1.6761, -0.7654], [5.6008, 2.5083, -1.4650], [5.5200, 0.7379, -1.3299], [4.1688, 1.7743, -0.1815], [3.1822, 2.2411, -0.9645], [3.3373, 2.6053, -2.1050], [1.9174, 2.2663, -0.2498], [0.6698, 2.5348, -0.7623], [-0.3371, 2.4541, 0.1362], [0.0752, 2.1123, 1.3106], [-0.7055, 1.9556, 2.4195], [-2.0702, 1.7771, 2.5318], [-2.5783, 1.7536, 3.6238], [-2.8735, 1.7360, 1.2307], [-4.3487, 1.4538, 1.5196], [-5.2247, 1.7438, 0.3085], [-4.8859, 1.1776, -0.5552], [-6.2561, 1.4737, 0.5191], [-5.1896, 2.8018, 0.0595], [-4.6502, 2.0708, 2.3661], [-4.4447, 0.4095, 1.8233], [-2.7509, 2.7024, 0.7271], [-2.3570, 0.7895, 0.2862], [-1.8012, -0.3165, 0.7448], [-1.7001, -0.6060, 1.9124], [-1.2394, -1.1836, -0.3790], [-0.0562, -1.8512, 0.1143], [1.1939, -1.3920, -0.1641], [1.3963, -0.4835, -0.9480], [2.2897, -2.1159, 0.5386], [3.4524, -1.4184, 0.8516], [4.4950, -2.0568, 1.4971], [4.3937, -3.3994, 1.8208], [3.2470, -4.1043, 1.4928], [2.1962, -3.4680, 0.8574], [1.3166, -4.0326, 0.5839], [3.1723, -5.1551, 1.7315], [5.2095, -3.8995, 2.3215], [5.3911, -1.5079, 1.7462], [3.5234, -0.3745, 0.5891], [-0.1912, -2.4237, 0.9344], [-0.9277, -0.5374, -1.2039], [-2.2672, -2.2260, -0.8405], [-2.4750, -2.8911, 0.0023], [-1.8049, -2.8197, -1.6324], [-3.5884, -1.6418, -1.3506], [-4.5151, -2.7847, -1.7632], [-5.4778, -2.3956, -2.0851], [-4.0804, -3.3469, -2.5868], [-4.6832, -3.4662, -0.9323], [-3.3709, -0.6882, -2.5227], [-2.8391, 0.2043, -2.2054], [-2.7989, -1.1771, -3.3082], [-4.3288, -0.3835, -2.9388], [-4.0664, -1.0928, -0.5330], [-0.2145, 1.8648, 3.3020], [1.8081, 1.8675, 1.4374], [0.3745, 2.8688, -2.1757], [-0.6929, 3.0277, -2.2960], [0.9251, 3.7569, -2.4781], [0.7074, 2.0508, -2.8119], [6.3251, 0.8894, 1.0398], [7.4949, 1.6043, -0.0809], [6.4411, 2.6437, 0.8906]],
  "forces_ev_per_a": [[-0.4, 0.0, -0.2], [0.5, 0.1, -0.3], [0.0, -0.2, 0.1], [0.0, 0.1, 0.0], [0.1, -0.1, 0.4], [-0.2, 0.2, -0.3], [0.0, -0.1, 0.0], [-0.4, 0.2, 0.2], [1.2, -0.1, 0.1], [-0.7, 0.3, 0.2], [1.2, 0.0, -0.2], [0.3, 0.1, 0.7], [0.0, 0.2, -0.1], [-0.1, 0.0, 0.0], [-0.6, 0.0, 0.4], [0.3, 0.1, -0.2], [0.1, -0.1, 0.2], [0.0, -0.1, -0.2], [-0.1, 0.0, -0.1], [0.0, 0.1, -0.1], [0.0, -0.1, 0.0], [0.0, 0.0, 0.1], [0.0, -0.2, 0.1], [-0.4, 0.1, -0.2], [0.4, -0.5, -0.1], [-0.2, -0.1, -0.1], [0.1, 0.0, -0.1], [-0.3, -0.1, 0.0], [-0.2, -0.1, 0.0], [0.1, 0.1, -0.1], [0.3, -0.1, 0.1], [-0.1, 0.0, -0.1], [0.0, 0.0, 0.0], [0.0, -0.1, 0.0], [0.1, -0.1, 0.1], [-0.1, 0.1, 0.0], [-0.1, 0.0, 0.0], [0.0, -0.1, 0.0], [0.1, 0.0, 0.0], [0.1, 0.1, 0.0], [0.0, 0.1, -0.1], [0.1, 0.1, 0.0], [-0.1, -0.1, 0.1], [-0.2, 0.4, 0.1], [0.0, -0.1, 0.0], [0.0, 0.0, 0.0], [0.1, -0.2, -0.2], [0.1, 0.2, 0.2], [-0.1, 0.0, -0.1], [0.0, -0.1, -0.1], [0.0, -0.1, 0.1], [-0.1, 0.0, 0.3], [0.1, 0.1, -0.1], [0.1, -0.1, -0.1], [-0.1, 0.1, -0.1], [0.0, 0.0, 0.0], [-0.2, 0.0, -0.1], [-0.7, 0.1, -0.3], [0.0, 0.0, -0.1], [-0.1, 0.0, 0.0], [0.0, 0.0, -0.1], [0.0, 0.0, -0.1], [0.1, -0.1, 0.1], [0.1, 0.0, 0.0], [0.0, 0.1, 0.1]],
  "mulliken_charge": [-1.07, -0.35, 0.40, 0.28, -0.15, 0.12, -0.65, 0.94, 0.12, -0.23, 0.46, 0.08, 0.06, -0.66, 0.10, -0.57, -1.17, 0.15, 0.40, 0.39, 0.47, 0.27, 0.44, 0.03, 0.10, -0.65, 0.31, -0.09, 0.48, -0.58, 0.08, 0.10, -0.64, -0.50, -0.72, -0.37, 0.51, 0.40, 0.40, 0.36, 0.21, 0.47, 0.44, -1.77, 0.39, 0.44, 1.67, -1.80, 0.44, 0.38, 0.40, -1.38, 0.11, 0.40, 0.46, -0.21, 0.25, -0.24, -1.66, 0.41, 0.38, 0.30, 0.18, 0.41, 0.29],
  "e_lumo_ev": 0.408,
  "total_charge": 0,
  "homo_lumo_gap_ev": 8.80,
  "fmax_ev_per_a": 1.25,
  "e_above_lowest_kj_mol": 0.0
}



# 2
{
  "formula": "C5H12N4O2",
  "method": "wB97M-V/def2-TZVPD",
  "elements": ["C", "C", "C", "C", "C", "N", "N", "N", "N", "O", "O", "H", "H", "H", "H", "H", "H", "H", "H", "H", "H", "H", "H"],
  "xyz": [[-0.9980, -0.1447, -0.4127], [2.5297, -0.6302, 1.9843], [-0.0714, -0.4720, -1.5341], [3.7298, -0.0082, 1.3779], [-2.5811, 0.9762, -2.0826], [-0.8165, -0.5543, 0.8426], [-2.1603, 0.4928, -0.7676], [-3.0615, 0.9090, 0.1018], [0.0803, -0.9933, 1.5840], [2.4480, -1.3364, 3.0052], [1.5601, -0.4893, 1.1547], [0.0796, 0.4156, -2.1472], [-0.6437, -1.1633, -2.2922], [0.7645, -0.9907, -1.1270], [4.3351, 0.7543, 1.9374], [4.3992, -0.8413, 1.2083], [3.5047, 0.3957, 0.3105], [-1.8411, 1.6733, -2.6477], [-2.5838, 0.0635, -2.6469], [-3.4352, 1.4971, -2.1039], [-2.9555, 0.5791, 1.0334], [-3.7528, 1.5535, -0.0423], [1.4700, -1.6864, 3.2638]],
  "forces_ev_per_a": [[-0.9, 1.5, -2.7], [-0.4, 0.9, -2.3], [-2.4, -1.0, -1.6], [1.2, 1.0, -1.2], [5.8, -1.3, -2.6], [2.1, -2.1, 3.1], [0.0, 1.4, 1.8], [2.4, -2.7, 2.1], [-2.6, 1.9, -1.6], [-2.2, -1.4, 2.6], [-1.8, 0.3, -1.1], [0.8, 0.1, 0.3], [1.1, 0.8, 1.5], [0.9, -0.1, -0.3], [-1.0, -0.8, -0.1], [0.5, -0.4, 0.1], [0.1, -0.6, 2.2], [-0.6, -1.2, 1.4], [-0.6, -0.3, -0.9], [-3.4, 1.4, 0.6], [0.1, -0.2, 0.9], [-1.9, 1.9, -1.3], [2.9, 1.0, -1.0]],
  "mulliken_charge": [0.98, 0.84, -1.19, -0.87, -0.79, -0.07, 0.67, -0.66, -0.29, -0.37, -0.23, 0.36, 0.36, 0.37, 0.36, 0.33, 0.26, 0.33, 0.38, 0.33, 0.23, 0.21, 0.48],
  "e_lumo_ev": [-10.194, -10.027],
  "total_charge": 2,
  "homo_lumo_gap_ev": [7.33, 7.87],
  "fmax_ev_per_a": 6.47,
  "e_above_lowest_kj_mol": 425.3
}



# 3
{
  "formula": "C27H22MnN2O3Te",
  "method": "wB97M-V/def2-TZVPD",
  "elements": ["Mn", "C", "O", "C", "C", "C", "C", "C", "C", "N", "N", "C", "O", "C", "C", "C", "C", "C", "C", "C", "O", "H", "H", "H", "H", "H", "H", "H", "H", "H", "H", "H", "H", "Te", "C", "C", "C", "C", "C", "C", "C", "C", "C", "C", "C", "C", "H", "H", "H", "H", "H", "H", "H", "H", "H", "H"],
  "xyz": [[-0.7189, -0.1593, 1.0159], [-1.1617, -4.5444, 2.4835], [-0.4153, -4.6013, 1.2054], [-1.0295, -4.1891, 0.0737], [-0.7162, -4.8690, -1.0817], [-1.2870, -4.5272, -2.3312], [-1.9138, -3.3035, -2.4478], [-1.9276, -2.3969, -1.3462], [-2.2214, -1.0338, -1.6037], [-2.0849, -0.1010, -0.6736], [-2.6513, 1.0726, -0.9315], [-2.7054, 1.7566, 0.2041], [-2.1113, 1.3699, 1.3118], [-3.4812, 2.9909, 0.2415], [-3.6928, 3.5642, 1.5147], [-4.2203, 4.8063, 1.6510], [-4.5852, 5.5485, 0.5118], [-4.4640, 4.9938, -0.6933], [-3.9051, 3.7337, -0.8796], [-1.4649, -2.8007, -0.0169], [-1.7112, -2.0733, 1.0353], [-0.6123, -5.2528, 3.1211], [-2.1595, -4.9437, 2.2860], [-1.1171, -3.5193, 2.7688], [-0.1111, -5.8053, -0.9954], [-1.1376, -5.1953, -3.2269], [-2.3411, -3.0526, -3.4198], [-2.5496, -0.6543, -2.5457], [-3.2107, 3.0455, 2.3389], [-4.2524, 5.2221, 2.6491], [-4.9734, 6.5876, 0.5902], [-4.7315, 5.5345, -1.5924], [-3.6214, 3.3376, -1.8593], [1.9706, -0.1942, 1.7579], [2.8963, -1.4331, 0.2074], [3.5563, -0.8405, -0.9136], [4.4144, -1.5704, -1.6839], [4.4819, -2.9458, -1.5261], [3.6559, -3.5631, -0.5390], [2.8944, -2.8216, 0.3454], [2.7576, 1.6702, 1.0703], [4.1108, 1.9442, 0.6505], [4.5095, 3.2478, 0.3918], [3.6128, 4.3048, 0.5229], [2.3214, 4.0692, 0.9671], [1.8906, 2.7582, 1.1337], [3.3769, 0.2081, -1.0935], [5.2262, -1.1294, -2.3098], [5.0836, -3.5273, -2.2706], [3.6491, -4.6694, -0.5204], [2.1676, -3.3010, 0.9869], [4.8288, 1.1218, 0.5607], [5.4958, 3.4265, 0.0182], [3.8977, 5.2972, 0.2754], [1.6463, 4.8709, 1.2575], [0.8422, 2.5359, 1.3533]],
  "forces_ev_per_a": [[-2.5, -0.6, -0.5], [1.0, -1.2, -1.9], [0.0, -0.7, 1.6], [1.2, 2.1, -0.6], [-0.5, -1.6, -0.5], [0.6, -0.3, -0.4], [0.4, -0.2, 0.3], [1.1, -0.9, 0.1], [0.2, 1.8, 2.0], [1.3, -2.9, -1.3], [-0.9, 2.2, 0.8], [0.7, -1.2, -0.6], [0.4, 0.1, -0.4], [-0.6, 1.8, 0.2], [1.2, -1.1, -0.6], [-0.3, 1.1, 0.0], [-0.8, 1.5, 2.6], [0.4, -1.0, -2.8], [1.1, -1.3, 0.6], [-2.3, -1.3, -1.5], [2.0, 0.6, 0.4], [-0.2, 0.5, 0.0], [-0.1, 0.4, 0.3], [-0.4, 0.5, 0.8], [-0.7, 0.9, 0.0], [-0.3, 0.8, 1.2], [0.1, 0.4, 0.3], [-0.7, -0.2, -0.8], [-0.5, 0.1, 0.1], [-0.2, 0.2, -0.1], [0.3, -0.9, 0.1], [-0.1, 0.2, 0.1], [-0.5, 0.2, 0.2], [1.0, -0.2, -1.2], [0.1, 0.5, -1.2], [-1.2, 0.6, 2.3], [1.8, -0.7, -0.7], [-0.7, -1.0, 0.4], [1.1, -0.8, -1.5], [-0.3, 0.6, -0.4], [1.2, 1.0, -0.8], [-1.0, -0.9, 1.0], [-0.8, -0.4, -0.3], [-0.4, -0.5, 0.4], [0.0, -0.2, 0.0], [-0.5, -0.8, 0.6], [0.4, 0.2, 0.0], [-1.4, 0.1, 0.1], [-0.5, 0.4, 1.2], [-0.2, 0.8, 0.2], [0.3, -0.2, 0.4], [-0.3, 0.4, 0.1], [0.5, 0.1, 0.0], [0.4, 0.7, 0.0], [0.1, 0.0, -0.5], [0.2, 0.4, 0.1]],
  "mulliken_charge": [0.56, -0.70, -0.36, 0.13, -0.38, -0.49, -0.64, 0.79, -0.54, 0.59, -0.92, 0.67, -0.93, 0.41, -0.51, -0.44, -0.32, -0.49, -0.24, 0.73, -1.15, 0.24, 0.32, 0.23, 0.35, 0.30, 0.35, 0.40, 0.29, 0.38, 0.32, 0.35, 0.38, 0.33, 0.45, -0.47, -0.58, -0.41, -0.49, -0.35, 0.14, -0.04, -0.62, -0.37, -0.79, -0.31, 0.71, 0.28, 0.32, 0.36, 0.28, 0.49, 0.39, 0.40, 0.38, 0.20],
  "e_lumo_ev": [-0.455, -0.694],
  "spin_multiplicity": 6,
  "total_charge": 0,
  "homo_lumo_gap_ev": [6.34, 6.22],
  "fmax_ev_per_a": 3.43,
  "s2": 8.759,
  "e_above_lowest_kj_mol": 14.4
}